(1)
Here is a molecular structure, C40H64GeInN7S2Se from the OMol25 dataset. Energies are from the ωB97M-V functional and the def2-TZVPD basis.

Geometry as ORCA input:
```
! RIJCOSX wB97M-V def2-TZVPD def2/J DEFGRID3
* xyz 0 1
In -0.3797 0.7071 0.2576
C -1.6979 2.6243 -0.2407
C -1.2329 2.6593 -1.6334
C -0.0932 3.4975 -1.6407
C 0.0718 3.9999 -0.3204
C -0.9001 3.5096 0.5341
C -1.1152 3.9341 1.9775
C -2.4283 3.3757 2.5336
C 0.0441 3.4283 2.8480
C -1.1622 5.4679 2.0531
C 0.9195 3.8477 -2.7407
C 0.2744 4.5728 -3.9413
C 1.9801 4.8208 -2.2046
C 1.6790 2.5870 -3.2134
C -2.1573 2.1638 -2.7554
C -2.9549 3.3726 -3.2870
C -1.4462 1.4702 -3.9253
C -3.2054 1.1700 -2.2129
H -2.6981 2.3265 0.0464
H 0.8486 4.6928 -0.0133
H -2.4289 2.2825 2.5326
H -3.2817 3.7206 1.9402
H -2.5728 3.7151 3.5648
H 0.0613 2.3327 2.8420
H -0.0651 3.7681 3.8854
H 1.0063 3.7845 2.4655
H -1.9217 5.8619 1.3719
H -0.1976 5.9064 1.7790
H -1.4065 5.7912 3.0724
H -0.3289 5.4172 -3.5926
H -0.3593 3.9266 -4.5433
H 1.0585 4.9629 -4.5996
H 1.5268 5.7532 -1.8525
H 2.6788 5.0674 -3.0110
H 2.5607 4.3797 -1.3877
H 1.0201 1.7302 -3.3445
H 2.4400 2.3056 -2.4767
H 2.1927 2.7850 -4.1636
H -2.3070 4.1094 -3.7632
H -3.4861 3.8667 -2.4671
H -3.6953 3.0354 -4.0223
H -0.6981 2.0997 -4.3961
H -2.1843 1.2163 -4.6990
H -0.9722 0.5472 -3.5954
H -3.9535 1.6727 -1.5987
H -2.7503 0.3762 -1.6194
H -3.7328 0.7030 -3.0504
S -2.0519 -0.2858 1.8603
C -0.9366 -0.6000 3.2046
N -1.4636 -0.6868 4.3815
N -0.7482 -0.8609 5.5035
C 0.5561 -0.4554 5.8788
C 1.1960 0.6475 5.3171
C 2.4423 1.0359 5.7742
C 3.0717 0.3364 6.8007
C 2.4230 -0.7445 7.3749
C 1.1705 -1.1378 6.9203
N 0.4290 -0.8773 3.0606
N 0.8718 -1.0226 1.9293
C 2.2717 -1.3333 1.9110
C 2.8201 -1.6276 0.6745
C 4.1798 -1.8662 0.5567
C 4.9954 -1.8175 1.6779
C 4.4406 -1.5508 2.9258
C 3.0835 -1.3077 3.0469
H -1.3113 -1.2393 6.2363
H 0.7106 1.2136 4.5358
H 2.9230 1.9006 5.3283
H 4.0534 0.6338 7.1483
H 2.8914 -1.2910 8.1848
H 0.6679 -1.9864 7.3737
H 2.1659 -1.6515 -0.1853
H 4.6130 -2.0820 -0.4102
H 6.0631 -1.9777 1.5798
H 5.0706 -1.5195 3.8073
H 2.6427 -1.0788 4.0072
C 2.2024 -1.7800 -5.3252
Ge 3.7292 -2.2949 -4.2277
C 4.3187 -0.7366 -3.2037
C 5.2009 -2.9554 -5.3365
C 3.2117 -3.7109 -2.9649
Se 1.3961 -3.4533 -2.2753
C 0.5336 -4.6752 -3.5157
H 2.4383 -0.8824 -5.9029
H 1.3559 -1.5607 -4.6683
H 1.9173 -2.5754 -6.0209
H 4.4343 0.1193 -3.8736
H 5.2796 -0.9245 -2.7171
H 3.5814 -0.4719 -2.4377
H 5.6316 -2.1406 -5.9263
H 4.8506 -3.7318 -6.0229
H 5.9901 -3.3779 -4.7074
H 3.8800 -3.7053 -2.1058
H 3.2557 -4.7067 -3.4093
H 0.7683 -4.3853 -4.5397
H -0.5389 -4.6097 -3.3496
H 0.8717 -5.6899 -3.3210
C 1.6883 1.4273 0.3014
H 1.7035 2.4349 -0.0948
H 2.3338 0.7593 -0.2657
H 1.9614 1.4172 1.3589
C -1.7512 -2.5603 -5.6417
C -2.7961 -2.0992 -4.6239
C -2.3283 -2.2293 -3.2041
N -1.4274 -1.5084 -2.6480
N -1.2193 -1.7794 -1.3068
C -1.9759 -2.7590 -0.8763
N -1.9298 -3.2783 0.3767
S -3.0270 -3.3981 -2.1022
H -2.1018 -2.3680 -6.6571
H -1.5549 -3.6303 -5.5463
H -0.8166 -2.0173 -5.4931
H -3.7178 -2.6672 -4.7455
H -3.0303 -1.0485 -4.7977
H -1.5819 -2.6317 1.0736
H -2.7014 -3.8448 0.6708
*
```

Calculated values
Energy relative to the best compared isomer or geometry (same formula, charge and spin) (kJ/mol): 125.1
Gap between HOMO and LUMO (eV): 6.3141
Highest occupied orbital energy (Ha): -0.2599

Here are the Mulliken charges for atoms 1 to 8, given in e:
1. In 0.818
2. C -0.759
3. C 0.231
4. C 0.386
5. C -1.036
6. C -1.207
7. C 2.466
8. C -1.742

=====

(2)
Here is 12 unconnected molecules or ions with the total composition C51H131N5O17 from the OMol25 dataset. Energies are from the ωB97M-V functional and the def2-TZVPD basis.

Geometry as ORCA input:
```
! RIJCOSX wB97M-V def2-TZVPD def2/J DEFGRID3
* xyz 0 1
C -0.3113 3.1675 6.0392
C 1.1648 3.0139 5.5789
C 2.1457 3.2230 6.7658
O 1.4272 1.6750 5.1335
H -0.4501 2.3286 6.7703
H -0.9587 3.0236 5.1981
H -0.3979 4.1781 6.4571
H 1.3485 3.7848 4.7827
H 2.2139 2.2782 7.2566
H 1.8622 4.0869 7.3657
H 3.1854 3.4291 6.3297
H 1.2592 1.6282 4.2240
C -4.6022 -0.2185 3.0667
C -3.4688 0.7058 3.5302
C -2.9073 0.1670 4.8888
O -2.4925 0.8636 2.5888
H -5.3395 -0.3481 3.8379
H -4.1954 -1.2395 2.9176
H -4.9997 0.1922 2.1121
H -3.9302 1.6416 3.8689
H -3.7071 0.1291 5.6727
H -2.1226 0.7860 5.2864
H -2.5867 -0.8758 4.8725
H -2.0213 0.0121 2.4669
C -2.8924 5.4217 0.6746
C -2.1667 4.0957 0.9316
C -1.4189 4.1600 2.2406
O -3.0577 3.0269 0.9600
H -3.7324 5.5699 1.3513
H -3.2646 5.4482 -0.3235
H -2.1922 6.2608 0.8244
H -1.3731 3.9851 0.2217
H -0.7826 3.2315 2.4029
H -2.1733 4.2505 3.0609
H -0.7068 4.9784 2.2695
H -2.6346 2.2119 1.2145
C 4.0296 0.5859 -2.2625
C 3.3535 -0.7975 -1.9682
C 3.7635 -1.3205 -0.5955
O 1.9502 -0.9428 -2.2096
H 5.0848 0.4423 -2.1051
H 3.6078 1.2068 -1.4889
H 3.8625 0.9206 -3.2939
H 3.8783 -1.3849 -2.7579
H 3.3571 -2.3006 -0.4402
H 3.1995 -0.7166 0.2364
H 4.8723 -1.3073 -0.4614
H 1.7391 -0.2900 -2.9385
C 5.0147 -4.0079 3.4471
C 5.3214 -2.7642 2.7025
C 4.4520 -1.6183 3.1124
O 6.6798 -2.5083 2.9126
H 5.8186 -4.7078 3.4113
H 4.0380 -4.3823 3.1600
H 4.8347 -3.8046 4.5526
H 5.2260 -2.9162 1.6540
H 3.3888 -1.8922 3.1023
H 4.7131 -0.7386 2.5447
H 4.5415 -1.2788 4.1645
H 6.8113 -1.6316 2.5230
C 8.3134 5.7440 0.4594
C 8.3003 6.9504 -0.4806
C 9.5940 7.7297 -0.2753
O 8.1403 6.5601 -1.8162
H 8.2182 6.1793 1.4470
H 9.2748 5.2498 0.4261
H 7.6008 4.8912 0.3230
H 7.4971 7.6628 -0.3173
H 9.8440 8.5378 -1.0031
H 10.3797 6.9819 -0.2815
H 9.5412 8.1877 0.6965
H 8.9974 6.2306 -2.1145
C -3.1616 -5.7173 1.2090
C -4.3346 -5.0136 0.6378
C -4.7651 -3.9755 1.6444
O -4.1653 -4.4032 -0.6625
H -2.7284 -6.3404 0.3990
H -3.5468 -6.4315 1.9970
H -2.4195 -5.0499 1.5799
H -5.1444 -5.6863 0.5289
H -4.1160 -3.1656 1.8196
H -5.0037 -4.5693 2.5339
H -5.7063 -3.5301 1.3490
H -4.1559 -5.0903 -1.3432
C 0.3469 -7.9860 3.9141
O -0.4685 -6.8484 3.9545
C -0.8974 -6.4226 5.1859
C -1.8038 -5.1934 4.9245
N -1.1524 -4.1325 4.0612
C 0.1838 -3.6408 4.3728
C 0.2669 -2.7718 5.6520
O 1.4685 -1.9900 5.5861
C 1.5517 -1.1314 6.6489
H 1.3350 -7.7280 4.2345
H 0.4502 -8.4299 2.8833
H -0.1373 -8.7289 4.5894
H -0.0484 -6.1219 5.8009
H -1.4102 -7.2078 5.7394
H -2.2386 -4.6314 5.8250
H -2.6751 -5.4853 4.3292
H -1.0914 -4.5841 3.1074
H 0.4778 -3.1224 3.4909
H 0.8642 -4.4792 4.4503
H 0.2568 -3.4014 6.5664
H -0.6418 -2.1492 5.7696
H 0.9950 -0.1582 6.6071
H 2.5936 -0.7121 6.8062
H 1.3400 -1.6729 7.5814
C 0.8958 -5.0181 0.8092
O -0.0469 -4.1092 1.2132
C -0.3586 -3.1253 0.1788
C -1.3549 -2.0823 0.7961
N -0.9445 -1.4144 2.0670
C 0.4618 -0.8875 2.0693
C 0.6163 0.2381 1.0989
O 1.7253 1.0698 1.4499
C 1.6210 2.3317 0.8161
H 1.1678 -5.6732 1.6293
H 1.8664 -4.4938 0.5444
H 0.5701 -5.6915 0.0087
H -0.8668 -3.6554 -0.6202
H 0.5588 -2.6854 -0.2545
H -2.1603 -2.6912 1.1274
H -1.7155 -1.2916 0.0817
H -0.9385 -2.0664 2.8296
H 1.2372 -1.6950 1.7913
H 0.6907 -0.6715 3.1180
H -0.3610 0.8073 1.2108
H 0.7138 -0.0111 0.0387
H 0.8099 2.9669 1.2044
H 1.5537 2.2536 -0.2457
H 2.6121 2.8329 1.0791
C 0.3480 -4.5358 -3.4079
O -0.9004 -4.0578 -3.7701
C -0.9231 -2.6420 -3.7503
C -2.1898 -2.1559 -4.3782
N -2.3296 -2.5869 -5.7680
C -3.6337 -2.3347 -6.4567
C -3.6929 -2.9630 -7.8032
O -4.1659 -4.2912 -7.5963
C -4.7499 -4.9173 -8.6972
H 0.4054 -4.7758 -2.3766
H 1.2228 -3.8746 -3.6612
H 0.4529 -5.4974 -3.9238
H -0.0246 -2.2867 -4.3107
H -0.8912 -2.2446 -2.7501
H -2.1332 -1.0292 -4.4802
H -3.0294 -2.3279 -3.7700
H -2.2573 -3.5728 -5.6984
H -3.8293 -1.2410 -6.5746
H -4.4647 -2.6149 -5.8258
H -2.7117 -2.9445 -8.2239
H -4.4790 -2.5015 -8.3828
H -4.0151 -5.1431 -9.4187
H -5.4893 -4.2644 -9.1982
H -5.1716 -5.9021 -8.3918
C -4.0530 -1.0225 -0.9569
O -3.0026 -0.7952 -1.8741
C -2.5103 0.5118 -1.8419
C -3.4604 1.5614 -2.5073
N -2.9050 2.8986 -2.1748
C -3.5656 3.9648 -2.9154
C -3.1486 4.0571 -4.3561
O -3.7837 5.0555 -5.0275
C -3.1522 5.2822 -6.3426
H -3.8828 -0.5027 0.0185
H -4.2636 -2.0871 -0.8137
H -5.0166 -0.6847 -1.3561
H -1.5654 0.5352 -2.3265
H -2.2979 0.8793 -0.8315
H -4.4904 1.3958 -2.2098
H -3.2258 1.3612 -3.5441
H -3.1165 3.1023 -1.1629
H -3.2696 4.9804 -2.5872
H -4.6250 3.8899 -2.7221
H -3.2651 3.0632 -4.8521
H -2.0390 4.2040 -4.3315
H -2.3396 6.0065 -6.2017
H -3.8649 5.6244 -7.0260
H -2.7143 4.3233 -6.6925
C 2.4257 7.9974 -3.2968
O 2.1219 6.7805 -2.6528
C 1.2459 5.9866 -3.3924
C 0.6084 4.9261 -2.4414
N 0.0522 3.7975 -3.2355
C 0.9727 2.7041 -3.4162
C 0.4787 1.6896 -4.4553
O 1.4210 0.6616 -4.5494
C 1.0529 -0.1655 -5.7204
H 2.8769 7.8915 -4.2948
H 3.1505 8.5177 -2.6217
H 1.5065 8.5750 -3.3205
H 1.7819 5.4648 -4.2117
H 0.4558 6.5480 -3.8814
H -0.1461 5.4404 -1.7832
H 1.4359 4.6516 -1.7471
H -0.7962 3.3894 -2.7290
H 1.2310 2.1682 -2.4730
H 1.9386 3.1238 -3.7286
H 0.2477 2.1838 -5.4307
H -0.4736 1.2445 -4.0644
H 0.0220 -0.5027 -5.7233
H 1.7111 -1.0312 -5.6788
H 1.2580 0.4998 -6.6216
*
```

Calculated values
Energy relative to the best compared isomer or geometry (same formula, charge and spin) (kJ/mol): 206.3
Gap between HOMO and LUMO (eV): 9.3299
Highest occupied orbital energy (Ha): -0.3209
SMILES string: COCCNCCOC.COCCNCCOC.COCCNCCOC.COCCNCCOC.COCCNCCOC.CC(C)O.CC(C)O.CC(C)O.CC(C)O.CC(C)O.CC(C)O.CC(C)O

Here are the Mulliken charges for atoms 1 to 8, given in e:
1. C -0.987
2. C 0.596
3. C -1.375
4. O -0.177
5. H 0.248
6. H -0.004
7. H 0.455
8. H 0.298

=====

(3)
Here is 2 unconnected molecules or ions with the total composition C6H14Cl2O2 from the OMol25 dataset. Energies are from the ωB97M-V functional and the def2-TZVPD basis.

Geometry as ORCA input:
```
! RIJCOSX wB97M-V def2-TZVPD def2/J DEFGRID3
* xyz 0 1
C 0.4437 -0.1912 3.1432
O -0.4339 0.4550 2.2575
C -0.2429 0.0413 0.9076
C -1.5558 -0.2394 0.2623
O -2.0829 -1.3615 0.9467
C -3.4764 -1.5685 0.7898
H 0.2369 0.1328 4.1578
H 1.4917 -0.1499 2.8388
H 0.2195 -1.2716 3.1604
H 0.4912 -0.7681 0.8125
H 0.2814 0.9012 0.4660
H -1.6113 -0.2925 -0.8234
H -2.1481 0.6417 0.5629
H -3.6284 -2.5189 1.3002
H -3.8131 -1.6331 -0.2449
H -4.0216 -0.7974 1.3405
Cl 3.9237 2.1350 -1.4960
C 3.2443 1.1666 -2.8019
C 1.7189 1.0377 -2.6376
Cl 1.1335 -0.2669 -3.7007
H 3.7034 0.1822 -2.8345
H 3.4107 1.6339 -3.7704
H 1.2766 1.9545 -3.0125
H 1.4389 0.7771 -1.6241
*
```

Calculated values
Energy relative to the best compared isomer or geometry (same formula, charge and spin) (kJ/mol): 42.1
Gap between HOMO and LUMO (eV): 10.4441
Highest occupied orbital energy (Ha): -0.3535
SMILES string: COCCOC.ClCCCl

Here are the Mulliken charges for atoms 1 to 8, given in e:
1. C -0.749
2. O -0.375
3. C -0.541
4. C -0.420
5. O -0.282
6. C -0.778
7. H 0.263
8. H 0.313

=====

What is the energy relative to the best compared isomer or geometry (same formula, charge and spin) in the second record?
206.3 kJ/mol

=====

The highest gap between HOMO and LUMO belongs to which entry?
C6H14Cl2O2

=====

The highest gap between HOMO and LUMO belongs to which entry?
C6H14Cl2O2

=====

Which of these has the lowest highest occupied orbital energy?
C6H14Cl2O2